i:
This record from the OMol25 dataset describes a cluster of 2 separate species, C4H8N in total. The level of theory is ωB97M-V with the def2-TZVPD basis set.

```
13
C4H8N (ωB97M-V with the def2-TZVPD basis set)
C 0.70 -2.02 -0.73
C 0.46 -0.99 -0.01
C -0.61 1.10 0.91
C -0.19 1.31 -0.49
N -0.65 0.01 -0.10
H 1.52 -2.61 -0.72
H 0.12 -2.46 -1.45
H 1.25 0.28 2.20
H 0.28 0.93 1.75
H -1.47 1.64 1.14
H -0.82 1.93 -1.16
H 0.88 1.44 -0.81
H -1.47 -0.55 -0.51
```

Values from the calculation:
* frontier orbital gap (alpha / beta): 8.96 / 9.57 eV
* total charge: +1

ii:
This record from the OMol25 dataset describes a structure of composition C4H8N. The level of theory is ωB97M-V with the def2-TZVPD basis set.

```
13
C4H8N (ωB97M-V with the def2-TZVPD basis set)
C -0.41 -0.05 1.74
C -0.95 0.38 0.35
C 0.87 -0.15 0.88
C 0.42 -0.09 -1.66
N 0.02 -0.44 -0.29
H -0.68 0.70 2.57
H -0.84 -1.14 1.99
H -1.05 1.38 -0.05
H 1.52 0.64 0.95
H 1.16 -0.84 -1.99
H -0.56 0.00 -2.40
H 0.81 0.99 -1.83
H -0.30 -1.37 -0.26
```

Values from the calculation:
* frontier orbital gap (alpha / beta): 8.90 / 9.09 eV
* total charge: +1

iii:
This record from the OMol25 dataset describes a cluster of 2 separate species, C4H8N in total. The level of theory is ωB97M-V with the def2-TZVPD basis set.

```
13
C4H8N (ωB97M-V with the def2-TZVPD basis set)
C 0.08 0.77 -1.35
C -0.34 -0.25 -0.75
C -0.23 -2.46 -0.40
C 0.49 1.42 1.17
N -0.46 0.98 0.02
H 0.33 1.40 -2.19
H 0.75 -2.33 -0.80
H -0.89 -2.72 -1.10
H -0.40 -2.72 0.65
H 0.02 1.14 2.17
H 1.42 1.00 1.10
H 0.66 2.49 1.20
H -1.43 1.29 0.30
```

Values from the calculation:
* frontier orbital gap: 10.73 eV
* total charge: +1

Which of them is the least stable? Correct choice: i.

i:
This record from the OMol25 dataset describes a cluster of 2 separate species, C4H8N in total. The level of theory is ωB97M-V with the def2-TZVPD basis set.

```
13
C4H8N (ωB97M-V with the def2-TZVPD basis set)
C 2.40 1.22 0.11
C 1.75 0.08 0.12
C -1.77 0.28 0.49
C -2.29 -0.63 -0.35
N 1.00 -0.93 -0.15
H 2.62 1.87 1.06
H 2.95 1.56 -0.84
H -1.63 1.29 0.15
H -1.73 0.18 1.57
H -2.51 -0.47 -1.35
H -2.32 -1.72 -0.13
H 0.01 -0.88 -0.56
H 1.50 -1.86 -0.11
```

Values from the calculation:
* frontier orbital gap: 9.11 eV
* total charge: +1

ii:
This record from the OMol25 dataset describes the ion C4H8N with charge +1. The level of theory is ωB97M-V with the def2-TZVPD basis set.

```
13
C4H8N (ωB97M-V with the def2-TZVPD basis set)
C -1.02 0.15 1.13
C -0.40 1.32 0.26
N 0.06 0.01 -0.04
C 1.30 -0.68 -0.19
C 0.16 -0.93 -1.13
H -0.67 0.02 2.13
H -2.01 -0.09 0.95
H -0.86 1.87 -0.45
H 0.31 1.98 0.65
H 1.41 -1.46 0.58
H 1.96 0.10 -0.51
H 0.04 -0.42 -2.05
H -0.28 -1.89 -1.33
```

Values from the calculation:
* SMILES string: C1C[N+]12CC2
* frontier orbital gap: 13.62 eV
* total charge: +1

Which of them is the least stable? Correct choice: ii.

i:
This record from the OMol25 dataset describes a cluster of 2 separate species, C4H10N2O2 in total. The level of theory is ωB97M-V with the def2-TZVPD basis set.

```
18
C4H10N2O2 (ωB97M-V with the def2-TZVPD basis set)
C 1.49 -1.56 0.06
C 1.41 -1.25 1.48
N 0.57 -0.24 1.87
O 1.83 -1.94 2.33
H 2.41 -1.33 -0.51
H 0.67 -1.59 -0.63
H 1.62 -2.66 0.15
H 0.40 -0.21 3.01
H 0.03 0.36 1.30
C -2.28 0.32 -0.91
C -1.20 1.34 -1.31
N -1.14 1.72 -2.58
O -0.32 1.73 -0.55
H -2.12 -0.07 0.09
H -2.32 -0.51 -1.62
H -3.33 0.74 -0.94
H -0.30 2.27 -2.79
H -1.58 1.23 -3.24
```

Values from the calculation:
* SMILES string: CC(N)=O.CC(N)=O
* frontier orbital gap: 10.10 eV
* total charge: 0

ii:
This record from the OMol25 dataset describes an isolated molecule of C4H10N2O2. The level of theory is ωB97M-V with the def2-TZVPD basis set.

```
18
C4H10N2O2 (ωB97M-V with the def2-TZVPD basis set)
C 0.70 -1.62 0.40
N -0.37 -0.64 0.44
C -0.36 0.43 1.53
O 0.66 0.30 2.46
O -0.26 1.51 0.71
C -0.49 0.33 -0.58
C 0.61 0.56 -1.59
N -1.75 0.42 -1.11
H 0.56 -2.28 -0.45
H 1.71 -1.18 0.35
H 0.64 -2.20 1.32
H -1.30 0.35 2.10
H 1.44 0.73 2.07
H 0.66 -0.30 -2.27
H 0.41 1.45 -2.17
H 1.57 0.68 -1.08
H -2.49 0.22 -0.45
H -1.93 1.24 -1.67
```

Values from the calculation:
* SMILES string: CN1[C@@H](O)O[C@]1(C)N
* frontier orbital gap: 9.86 eV
* total charge: 0

iii:
This record from the OMol25 dataset describes a cluster of 2 separate species, C4H10N2O2 in total. The level of theory is ωB97M-V with the def2-TZVPD basis set.

```
18
C4H10N2O2 (ωB97M-V with the def2-TZVPD basis set)
C 0.08 3.92 0.87
C -0.04 2.48 0.51
N -1.01 1.63 0.97
O 0.89 1.99 -0.17
H 0.96 3.96 1.42
H -0.68 4.17 1.55
H -0.02 4.59 0.00
H -0.89 0.58 0.75
H -1.81 1.97 1.42
C 0.02 -3.87 -0.86
C -0.02 -2.40 -0.40
N 0.90 -1.59 -1.01
O -0.82 -2.05 0.44
H 0.85 -4.07 -1.46
H -0.97 -4.26 -1.24
H 0.33 -4.44 -0.02
H 0.86 -0.58 -1.04
H 1.37 -2.03 -1.75
```

Values from the calculation:
* SMILES string: CC(N)=O.CC(N)=O
* frontier orbital gap: 10.50 eV
* total charge: 0

Which of them is the least stable? Correct choice: ii.

i:
This record from the OMol25 dataset describes a structure of composition C19H18N2O4. The level of theory is ωB97M-V with the def2-TZVPD basis set.

```
43
C19H18N2O4 (ωB97M-V with the def2-TZVPD basis set)
C -6.77 -4.33 0.55
C -5.74 -3.70 -0.26
O -5.45 -2.57 0.51
C -4.41 -1.64 -0.08
C -4.15 -0.50 0.47
C -3.16 0.56 0.26
C -2.40 0.46 -0.85
C -2.59 -1.03 -1.61
C -3.53 -1.91 -1.21
H -3.79 -2.72 -1.83
H -1.97 -1.15 -2.28
O -1.32 0.98 -1.31
C -0.95 2.09 -0.73
C 0.02 1.54 0.60
C -0.11 0.82 1.61
C 1.16 0.73 2.22
C 1.94 1.18 1.14
C 3.49 1.10 1.24
O 4.05 0.38 2.22
N 4.04 1.61 0.21
C 5.44 1.57 -0.30
C 5.78 2.31 -1.33
C 7.03 2.28 -1.73
C 8.01 1.97 -0.84
N 7.79 1.02 0.22
C 6.36 1.15 0.57
H 6.20 0.84 1.37
H 9.04 1.77 -1.09
H 7.34 2.86 -2.78
H 4.85 2.60 -2.14
H 3.40 1.79 -0.51
O 1.41 1.57 0.14
H 1.35 0.07 3.13
H -1.08 0.73 2.04
H -0.36 2.79 -1.26
H -1.73 2.60 0.16
H -3.03 1.20 0.82
H -4.80 -0.08 1.74
H -5.90 -3.44 -1.23
H -4.58 -4.22 -0.14
H -7.06 -5.18 0.03
H -7.51 -3.57 0.74
H -6.29 -4.52 1.50
```

Values from the calculation:
* frontier orbital gap: 8.50 eV
* total charge: 0

ii:
This record from the OMol25 dataset describes an isolated molecule of C19H18N2O4. The level of theory is ωB97M-V with the def2-TZVPD basis set.

```
43
C19H18N2O4 (ωB97M-V with the def2-TZVPD basis set)
C -6.83 -0.90 0.31
O -5.47 -0.59 0.57
C -4.75 -0.21 -0.50
O -5.22 -0.13 -1.61
C -3.35 0.10 -0.16
C -2.85 -0.03 1.14
C -1.53 0.27 1.41
C -0.69 0.69 0.39
N 0.67 0.98 0.67
C 1.44 0.21 1.54
O 1.06 -0.76 2.13
C 2.81 0.84 1.62
C 2.82 1.94 0.56
N 3.76 1.69 -0.52
C 3.32 0.77 -1.58
C 3.14 -0.64 -1.06
C 4.22 -1.30 -0.48
C 4.06 -2.58 0.02
C 2.83 -3.21 -0.06
C 1.76 -2.57 -0.66
C 1.92 -1.29 -1.16
C 1.37 2.02 0.09
O 0.91 2.83 -0.67
C -1.18 0.83 -0.91
C -2.50 0.53 -1.17
H -7.26 -1.19 1.27
H -7.36 -0.03 -0.09
H -6.91 -1.72 -0.41
H -3.51 -0.36 1.93
H -1.16 0.17 2.42
H 2.95 1.24 2.63
H 3.58 0.10 1.45
H 3.10 2.91 1.00
H 4.01 2.57 -0.96
H 4.12 0.77 -2.32
H 2.40 1.10 -2.07
H 5.17 -0.80 -0.42
H 4.90 -3.09 0.47
H 2.71 -4.21 0.34
H 0.80 -3.05 -0.73
H 1.08 -0.79 -1.63
H -0.53 1.17 -1.70
H -2.89 0.63 -2.17
```

Values from the calculation:
* SMILES string: COC(=O)c1ccc(N2C(=O)C[C@@H](NCc3ccccc3)C2=O)cc1
* frontier orbital gap: 9.43 eV
* total charge: 0

Which of them is the least stable? Correct choice: i.

i:
This record from the OMol25 dataset describes a cluster of 2 separate species, C4H12N2O2 in total. The level of theory is ωB97M-V with the def2-TZVPD basis set.

```
20
C4H12N2O2 (ωB97M-V with the def2-TZVPD basis set)
N -3.59 1.04 0.28
C -2.33 0.57 -0.02
N -2.20 -0.79 0.05
O -1.41 1.32 -0.28
H -3.75 2.01 0.07
H -4.38 0.43 0.20
H -1.25 -1.13 0.12
H -2.91 -1.33 0.51
C 1.54 -0.77 -1.26
C 1.40 -0.46 0.22
C 2.14 0.96 0.56
O 1.82 -1.48 1.07
H 1.05 -1.71 -1.49
H 1.07 0.02 -1.84
H 2.59 -0.85 -1.54
H 0.48 0.06 0.57
H 3.19 0.85 0.26
H 1.69 1.76 -0.01
H 2.10 1.16 1.63
H 2.76 -1.66 0.88
```

Values from the calculation:
* SMILES string: NC(N)=O.CC(C)O
* frontier orbital gap: 10.38 eV
* total charge: 0

ii:
This record from the OMol25 dataset describes a cluster of 2 separate species, C4H12N2O2 in total. The level of theory is ωB97M-V with the def2-TZVPD basis set.

```
20
C4H12N2O2 (ωB97M-V with the def2-TZVPD basis set)
C 1.04 1.12 -1.27
C -0.44 0.63 -1.25
N -0.90 0.21 -2.57
C -0.52 -0.64 -0.37
N -0.15 -0.43 1.01
C -1.04 0.19 1.83
O -2.11 0.64 1.48
H 1.54 0.65 -2.11
H 1.20 2.20 -1.35
H 1.55 0.79 -0.36
H -1.08 1.38 -0.80
H -0.15 -0.11 -3.15
H -1.43 0.92 -3.05
H -1.53 -1.00 -0.46
H 0.15 -1.38 -0.80
H 0.60 -0.91 1.42
H -0.70 0.29 2.87
O 2.93 -1.48 1.20
H 3.83 -1.16 1.06
H 2.72 -1.03 2.03
```

Values from the calculation:
* SMILES string: C[C@@H](N)CNC=O.O
* frontier orbital gap: 9.41 eV
* total charge: 0

iii:
This record from the OMol25 dataset describes a cluster of 2 separate species, C4H12N2O2 in total. The level of theory is ωB97M-V with the def2-TZVPD basis set.

```
20
C4H12N2O2 (ωB97M-V with the def2-TZVPD basis set)
C -1.99 0.32 1.61
N -1.20 0.21 0.39
C -1.98 0.72 -0.80
C 0.02 1.06 0.48
C 1.23 0.71 -0.39
N 1.27 -0.51 -0.98
O 2.18 1.47 -0.38
H -1.53 1.09 2.24
H -3.07 0.45 1.50
H -1.88 -0.63 2.20
H -2.95 0.25 -0.94
H -1.32 0.39 -1.61
H -2.17 1.78 -0.62
H 0.36 0.75 1.48
H -0.32 2.09 0.40
H 2.01 -0.77 -1.60
H 0.46 -1.10 -0.94
O 0.94 -2.95 -0.11
H 0.73 -3.12 0.82
H 0.35 -3.61 -0.51
```

Values from the calculation:
* SMILES string: CN(C)CC(N)=O.O
* frontier orbital gap: 9.39 eV
* total charge: 0

Which of them is the least stable? Correct choice: iii.